Record 1
{
  "formula": "C24H27N2O2",
  "method": "ωB97M-V/def2-TZVPD",
  "elements": ["N", "C", "N", "H", "H", "C", "H", "C", "O", "H", "H", "H", "C", "H", "H", "C", "H", "H", "C", "H", "C", "C", "C", "C", "H", "H", "C", "H", "H", "C", "C", "H", "C", "C", "H", "H", "C", "H", "C", "H", "C", "H", "H", "H", "C", "O", "C", "C", "H", "C", "C", "H", "C", "H", "H"],
  "positions_angstrom": [[-1.293831, 2.239516, 0.928513], [1.672762, 3.885455, 1.642091], [-1.488661, -0.563182, 1.351004], [1.566945, -7.003990, -0.164834], [-2.885599, 2.421153, 2.214115], [0.525342, 3.856663, 0.885799], [1.242498, -3.002514, 1.490927], [0.479940, -3.356295, 0.812373], [0.057007, -5.640721, -2.029744], [-2.203314, -4.671728, -1.598773], [0.293015, 1.805732, -0.340276], [0.199254, -0.675836, 0.098037], [1.542727, -7.391766, -1.180639], [-1.499757, 5.022262, -3.086959], [-1.266529, 1.116936, -0.824696], [0.821444, -4.281842, -0.155440], [1.269349, -6.697507, -3.203724], [0.626761, 5.826150, -4.033865], [-0.265630, 0.044534, 0.773792], [1.647252, 3.531442, 2.662330], [0.611699, 5.421459, -3.033680], [2.909279, 4.833336, -0.180946], [-0.619563, 1.340147, 0.033383], [-2.149501, 0.393103, 2.272239], [-3.226703, 1.482904, 0.734857], [-3.055313, -0.059823, 2.677920], [0.522780, 4.366951, -0.440190], [3.829674, 5.208841, -0.602405], [2.486461, -7.886258, -1.390256], [-0.644347, 4.441893, -1.230562], [1.744189, 4.856999, -0.976115], [-0.407346, -1.756887, 2.716393], [-0.598872, 4.958582, -2.495563], [-0.823818, -2.896634, 0.938204], [-1.463175, 0.611594, 3.092941], [1.842613, -4.620798, -0.210058], [1.316946, -6.278310, -2.196080], [-2.112173, -2.206577, 2.506201], [-2.485033, 1.679373, 1.517729], [2.688569, 5.744460, -2.688508], [-0.146168, -4.764274, -1.039636], [3.761644, 4.370845, 1.715065], [-2.132193, -0.744797, 0.569144], [-2.819528, -3.052254, 0.145893], [-0.719684, 3.351539, 1.522000], [-1.228114, 3.845541, 2.500325], [2.872888, 4.366864, 1.103478], [-1.205568, -1.889889, 1.984690], [0.741474, -8.122635, -1.250448], [-1.461303, -4.289826, -0.917039], [-1.791954, -3.377823, 0.055664], [-1.584231, 4.111008, -0.813566], [1.756260, 5.374038, -2.289145], [0.422169, 0.263484, 1.593666], [2.126966, -5.540639, -2.165628]],
  "forces_ev_per_a": [[-0.2449, -0.0702, -0.0421], [-0.4387, -0.1389, -0.1056], [-0.1682, -0.1034, -0.0399], [0.0422, -0.0192, 0.0928], [-0.0363, -0.2252, -0.0935], [0.4165, 0.2791, 0.2165], [0.1064, 0.0400, 0.0849], [-0.2866, 0.0868, 0.0814], [-0.3142, 0.0891, -0.0057], [-0.1034, -0.0567, -0.0894], [-0.0847, -0.1738, -0.0209], [-0.1197, -0.0147, 0.1172], [-0.1980, 0.3248, -0.1786], [-0.0941, 0.0024, -0.0262], [0.0719, 0.0058, -0.0176], [0.1264, -0.2449, -0.2735], [0.0679, 0.1335, 0.1262], [0.0369, 0.0412, -0.0848], [0.5515, 0.4903, -0.6685], [-0.0377, -0.0098, 0.1103], [0.2824, 0.0581, -0.0118], [0.0504, -0.0617, 0.2326], [0.2169, -0.1658, 0.0663], [-0.4897, 0.6934, 0.2487], [-0.0154, -0.0259, 0.0269], [0.1058, -0.1342, -0.0684], [0.2552, 0.0670, -0.0283], [0.1096, 0.0390, -0.0321], [0.1117, -0.0620, 0.0056], [-0.1205, 0.0521, -0.1847], [-0.2712, -0.1266, 0.0995], [-0.0884, 0.1573, -0.0315], [-0.1584, -0.1349, 0.1780], [0.0611, 0.0810, 0.1110], [0.0287, -0.1205, -0.0786], [0.0959, -0.0752, -0.0368], [0.4400, -0.3636, 0.0358], [0.0244, 0.2036, -0.0101], [0.0164, 0.1378, 0.2794], [0.0920, 0.0426, -0.0610], [-0.1589, 0.2881, 0.2285], [0.0995, 0.0140, 0.0256], [0.1148, 0.0021, 0.1274], [-0.1796, 0.0032, 0.0044], [-0.0691, -0.2780, -0.1205], [0.0048, 0.2265, 0.2870], [0.2090, 0.1090, -0.2193], [0.1055, -0.7676, 0.0036], [-0.0415, -0.0814, 0.0027], [0.1264, -0.1176, -0.1372], [0.1876, -0.0231, 0.0765], [-0.1002, -0.0062, -0.0217], [-0.1225, 0.0485, -0.1602], [-0.1062, -0.0960, 0.0420], [-0.1097, -0.0192, -0.0623]],
  "homo_energy_ev": -10.764,
  "lumo_energy_ev": -2.4,
  "charge": 1,
  "total_energy_ha": -1190.53473,
  "orbital_gap_ev": 8.34,
  "largest_force_ev_per_a": 1.00,
  "de_lowest_kcal_mol": 8.76
}



Record 2
{
  "formula": "C5H6O",
  "method": "ωB97M-V/def2-TZVPD",
  "elements": ["H", "C", "O", "C", "H", "C", "H", "H", "H", "C", "C", "H"],
  "positions_angstrom": [[-0.983480, 2.023257, -0.601862], [1.058091, 0.761441, -0.172416], [-2.455931, -0.079994, -0.235662], [1.172154, -0.605200, -0.157964], [-0.235577, 1.637515, 1.205004], [-1.222234, -0.071785, 0.047151], [2.042683, -1.271729, -0.386823], [1.925383, 1.390000, -0.273297], [-0.270699, -1.842213, 1.082413], [-0.416048, 1.220505, 0.097905], [-0.198337, -1.265605, 0.111690], [-0.416003, -1.896194, -0.716134]],
  "forces_ev_per_a": [[1.7999, -1.7040, 1.7183], [-0.7960, -2.5015, -0.4570], [4.4950, -0.5222, 1.2942], [-1.1325, 1.1237, 0.1933], [-1.3466, -0.6269, -2.1573], [-2.6047, 0.1720, -1.0609], [-0.6785, 1.1134, 0.4995], [-0.1311, 0.4510, -0.1973], [0.0891, 0.6215, -1.0598], [0.8801, 1.8928, 1.0123], [-0.0869, 0.9526, 0.6968], [-0.4877, -0.9724, -0.4821]],
  "homo_energy_ev": -9.617,
  "lumo_energy_ev": 0.9,
  "total_energy_ha": -269.29923,
  "orbital_gap_ev": 10.51,
  "largest_force_ev_per_a": 4.71,
  "de_lowest_kcal_mol": 29.50
}



Record 3
{
  "formula": "C2H9NO4",
  "method": "ωB97M-V/def2-TZVPD",
  "elements": ["O", "H", "N", "H", "H", "H", "O", "O", "C", "C", "H", "H", "H", "H", "O", "H"],
  "positions_angstrom": [[-1.234379, -0.561385, 0.799047], [0.365801, 1.456095, -2.138094], [-0.316905, -0.315803, -1.259135], [0.732897, -0.150123, -3.026725], [1.496867, 0.822405, 2.884068], [-1.964807, 1.542978, -1.156666], [-1.485182, 1.381545, -0.338999], [1.786352, 1.702549, 2.638108], [-1.007392, 0.121364, -0.166699], [0.007472, 0.457727, -2.439267], [-0.876497, 0.570982, -3.089802], [0.022219, -3.323034, 2.098335], [1.886389, 2.181640, 3.471453], [-0.039885, -1.945379, 1.411855], [0.367662, -2.825136, 1.359375], [0.259381, -1.116425, -1.046860]],
  "forces_ev_per_a": [[0.3354, 0.5658, 0.6056], [0.1948, -0.4145, -0.4780], [0.3686, -0.5577, 0.6840], [-0.2957, 0.8363, 0.4706], [-0.0803, -0.1544, 0.0642], [0.2338, -0.2889, -0.2006], [-0.4443, 0.4341, 1.0767], [0.1180, 0.3019, 0.1172], [-0.3691, -0.2038, -1.8513], [0.0139, -0.1644, -0.2080], [0.2225, 0.0531, 0.2205], [-0.1321, -0.0812, 0.1827], [-0.0494, -0.1631, -0.2145], [-0.2585, -0.2370, -0.0799], [0.3486, 0.2391, -0.1854], [-0.2065, -0.1652, -0.2037]],
  "homo_energy_ev": -10.152,
  "lumo_energy_ev": 0.5,
  "total_energy_ha": -437.33135,
  "orbital_gap_ev": 10.67,
  "largest_force_ev_per_a": 1.90,
  "de_lowest_kcal_mol": 10.08
}



Repeat the second record exactly.
{
  "formula": "C5H6O",
  "method": "ωB97M-V/def2-TZVPD",
  "elements": ["H", "C", "O", "C", "H", "C", "H", "H", "H", "C", "C", "H"],
  "positions_angstrom": [[-0.983480, 2.023257, -0.601862], [1.058091, 0.761441, -0.172416], [-2.455931, -0.079994, -0.235662], [1.172154, -0.605200, -0.157964], [-0.235577, 1.637515, 1.205004], [-1.222234, -0.071785, 0.047151], [2.042683, -1.271729, -0.386823], [1.925383, 1.390000, -0.273297], [-0.270699, -1.842213, 1.082413], [-0.416048, 1.220505, 0.097905], [-0.198337, -1.265605, 0.111690], [-0.416003, -1.896194, -0.716134]],
  "forces_ev_per_a": [[1.7999, -1.7040, 1.7183], [-0.7960, -2.5015, -0.4570], [4.4950, -0.5222, 1.2942], [-1.1325, 1.1237, 0.1933], [-1.3466, -0.6269, -2.1573], [-2.6047, 0.1720, -1.0609], [-0.6785, 1.1134, 0.4995], [-0.1311, 0.4510, -0.1973], [0.0891, 0.6215, -1.0598], [0.8801, 1.8928, 1.0123], [-0.0869, 0.9526, 0.6968], [-0.4877, -0.9724, -0.4821]],
  "homo_energy_ev": -9.617,
  "lumo_energy_ev": 0.9,
  "total_energy_ha": -269.29923,
  "orbital_gap_ev": 10.51,
  "largest_force_ev_per_a": 4.71,
  "de_lowest_kcal_mol": 29.50
}